A molecular structure, C3H5CdO3 in a non-equilibrium geometry, computed with ωB97M-V/def2-TZVPD.

CARTESIAN COORDINATES (ANGSTROEM)
H1 -0.33624 2.22561 0.30739
O1 -0.12074 0.73812 0.76789
C1 1.39596 -0.00387 0.48825
C2 -1.03474 -0.34196 0.47994
O2 2.19918 0.91754 0.26334
O3 0.98939 -0.55200 -0.69787
C3 -0.31245 -1.15532 -0.59901
Cd1 1.33405 2.38510 -0.74040
H2 -2.02872 0.00897 0.19049
H3 -1.10306 -0.90215 1.41968
H4 -0.80230 -1.11840 -1.57643
H5 -0.18032 -2.20166 -0.30327

Calculated values
Kohn-Sham gap (alpha / beta) = 7.62 / 6.94 eV
total charge = +1